This record from OMol25 describes a structure of composition C14H30BeBrCl3FKNO8P2. The level of theory is wB97M-V/def2-TZVPD.

The geometry in ORCA input format:
```
! wB97M-V def2-TZVPD RIJCOSX def2/J DEFGRID3
* xyz 1 1
C -1.6088 -2.1402 1.8473
P -0.3701 -2.8989 0.6634
C -0.2339 -4.7337 1.1052
P -0.9601 -2.7794 -1.4700
O -1.3050 -2.8505 -3.1940
C -2.7883 -3.0958 -1.1467
C -3.5999 -1.5971 -1.1269
C -5.1241 -1.6576 -1.6948
O -3.9051 -1.0138 -2.4230
C -0.1537 -1.1148 -1.7246
C -0.3495 0.0021 -0.7693
C 0.3671 1.2756 -1.0637
C 1.1673 1.3159 -2.2933
N 1.3540 0.3109 -3.2021
C 0.7196 -0.8499 -2.8865
H -1.5877 -2.7699 2.7916
H -2.6763 -2.1343 1.5119
H -1.3466 -1.1007 2.1873
H 0.6364 -4.8169 1.8650
H -0.0824 -5.3953 0.1759
H -1.1964 -5.0330 1.6022
H -0.1198 -3.9423 -1.6985
H -0.6033 -3.3602 -3.6289
H -3.2369 -3.5958 -2.0384
H -3.0321 -3.5672 -0.1634
H -3.3956 -0.8969 -0.2303
H -5.3632 -2.3846 -2.5062
H -5.7870 -0.7682 -1.6042
H -0.9582 -0.0508 0.1593
H 0.2456 2.0983 -0.3296
H 1.7009 2.2823 -2.5053
H 0.8803 -1.7073 -3.5888
O 2.5608 4.2812 -3.0397
H 3.1966 4.2203 -3.7591
H 2.4860 5.2271 -2.8773
F -3.6909 -2.7287 -4.4319
Be -3.4511 -2.0499 -6.3581
C 0.6788 4.6247 2.2053
C -0.1701 4.7923 3.4310
O -1.4859 4.5305 2.9444
C -1.3586 3.7633 1.8309
O -2.2623 3.2303 1.2765
O -0.0616 3.6818 1.4343
H 1.6753 4.2410 2.4361
H 0.7759 5.5514 1.6327
H 0.0699 4.0630 4.2096
H -0.1025 5.7946 3.8522
O 4.3144 6.3366 -2.6271
H 4.9445 6.9916 -2.9474
H 4.6168 6.1379 -1.7341
C 2.7395 1.0316 2.9299
Cl 1.0165 0.6891 2.6531
Cl 2.9919 2.7445 3.3365
H 3.0871 0.4242 3.7524
H 3.3160 0.7803 2.0059
Br 4.5643 -0.8689 2.0824
O 2.8766 -2.3003 4.2997
H 2.8565 -2.7510 5.1688
H 2.0588 -2.4767 3.7831
H 3.6990 -2.5403 3.7758
Cl -0.7551 -1.8802 -5.3866
K 1.6955 -6.2800 1.3230
*
```

Results
* LUMO energy: -5.49 eV

Formally, the natural (NBO) partial charges of the atoms, in units of the elementary charge, are as follows: C -0.945; P 0.353; C -0.949; P 1.243; O -1.002; C -0.756; C 0.085; C -0.186; O -0.504; C -0.428; C -0.176; C -0.205; C 0.031; N -0.414; C 0.088; H 0.223; H 0.231; H 0.261; H 0.128; H 0.206; H 0.254; H -0.071; H 0.476; H 0.292; H 0.218; H 0.206; H 0.231; H 0.213; H 0.215; H 0.243; H 0.241; H 0.199; O -0.957; H 0.476; H 0.487; F -0.802; Be 1.350; C -0.117; C -0.101; O -0.486; C 0.970; O -0.579; O -0.498; H 0.222; H 0.181; H 0.185; H 0.205; O -0.954; H 0.478; H 0.478; C -0.396; Cl -0.079; Cl -0.052; H 0.210; H 0.276; Br -0.819; O -0.790; H 0.546; H 0.566; H 0.565; Cl -0.542; K 0.980

This record from OMol25 describes a cluster of 3 separate species, C14H30Br4FN3O4PS in total. The level of theory is wB97M-V/def2-TZVPD.

The geometry in ORCA input format:
```
! wB97M-V def2-TZVPD RIJCOSX def2/J DEFGRID3
* xyz 1 1
C 3.7709 0.8074 -0.7126
C 2.8325 1.7715 -0.0404
O 2.8302 2.0345 1.1190
O 1.9184 2.3729 -0.9093
C 0.5718 2.3455 -0.4424
C -0.0365 0.9791 -0.7454
N 0.2869 0.6788 -2.1922
C -0.2621 -0.6235 -2.7345
C -1.1989 -1.2751 -1.7243
P -2.1047 -2.6623 -2.5614
N -1.3470 -4.0176 -2.5583
N -2.1572 -0.2844 -1.2245
C -1.5408 0.7705 -0.3901
C -2.3964 2.0325 -0.6146
S -2.4718 3.3447 0.6232
O -2.4590 4.5540 -0.1468
O -3.5186 3.0632 1.5532
C -1.5742 0.2022 1.0438
C -2.9423 -0.0268 1.6462
F -0.7712 1.0098 1.8518
H 4.7953 1.0846 -0.4707
H 3.5779 -0.1895 -0.3131
H 3.6615 0.8120 -1.7963
H 0.5439 2.5514 0.6267
H 0.0361 3.1482 -0.9536
H 0.5319 0.2431 -0.1693
H 1.3069 0.6344 -2.2309
H 0.0460 1.4753 -2.7851
H -0.7815 -0.4280 -3.6720
H 0.5814 -1.2766 -2.9615
H -0.6506 -1.7594 -0.9152
H -2.4099 -2.1086 -3.8269
H -3.3520 -2.6325 -1.9148
H -0.4388 -3.8976 -2.1182
H -2.5614 0.1643 -2.0441
H -3.4276 1.7312 -0.8054
H -2.0401 2.5494 -1.5091
H -1.2866 3.2651 1.2666
H -1.0726 -0.7697 0.9906
H -3.6873 0.7060 1.3533
H -3.2938 -1.0047 1.3173
H -2.8498 -0.0695 2.7297
Br 0.4996 5.0084 2.9756
C 1.4279 3.5925 3.9403
C 0.4711 2.6290 4.5911
Br -0.3734 3.3825 6.1661
H 2.0674 4.0886 4.6633
H 2.0397 3.0830 3.1993
H 1.0080 1.7463 4.9317
H -0.3308 2.3322 3.9226
Br 1.7717 -3.7335 -0.7781
C 2.2952 -5.5432 -1.3094
C 2.2336 -6.4911 -0.1433
Br 3.7092 -6.2172 1.0851
H 3.2928 -5.4549 -1.7261
H 1.5915 -5.8335 -2.0864
H 2.3184 -7.5146 -0.5006
H 1.3194 -6.3800 0.4307
*
```

Results
* LUMO energy: -3.46 eV

Formally, the natural (NBO) partial charges of the atoms, in units of the elementary charge, are as follows: C -0.741; C 0.799; O -0.529; O -0.556; C -0.115; C -0.081; N -0.517; C -0.251; C -0.402; P 1.369; N -1.278; N -0.611; C 0.110; C -0.719; S 2.027; O -0.924; O -0.907; C 0.209; C -0.661; F -0.380; H 0.278; H 0.258; H 0.220; H 0.255; H 0.216; H 0.234; H 0.458; H 0.438; H 0.233; H 0.252; H 0.249; H -0.089; H -0.048; H 0.377; H 0.363; H 0.282; H 0.239; H 0.007; H 0.168; H 0.241; H 0.234; H 0.255; Br -0.021; C -0.447; C -0.460; Br 0.010; H 0.238; H 0.240; H 0.233; H 0.224; Br -0.077; C -0.411; C -0.466; Br 0.011; H 0.239; H 0.241; H 0.246; H 0.236

This record from OMol25 describes a structure of composition C14H30Cl2IrN5O2Se3Te. The level of theory is wB97M-V/def2-TZVPD.

The geometry in ORCA input format:
```
! wB97M-V def2-TZVPD RIJCOSX def2/J DEFGRID3
* xyz 3 2
Ir -0.7315 -0.0733 -0.6309
N -5.1952 2.0478 1.7715
C -3.8647 1.3860 1.4358
C -2.7431 2.2973 1.9198
C -1.3678 1.6287 2.0172
N -0.6321 1.5163 0.7142
C -1.4477 0.2823 2.7180
C -2.4678 -0.6588 2.0957
N -1.9851 -1.1940 0.7782
C -3.8513 -0.0031 2.0584
H -5.2968 2.9535 1.3056
H -5.2869 2.2121 2.7791
H -5.9880 1.4662 1.4857
H -3.8574 1.3257 0.3504
H -2.9693 2.6360 2.9370
H -2.6894 3.1972 1.2994
H -0.7570 2.2946 2.6293
H 0.3593 1.4538 0.9699
H -0.7107 2.3965 0.2048
H -1.7386 0.4587 3.7563
H -0.4649 -0.1851 2.7670
H -2.5637 -1.5279 2.7494
H -2.7538 -1.6998 0.3454
H -1.2699 -1.8919 1.0509
H -4.1658 0.0693 3.1056
H -4.5775 -0.6534 1.5612
Se 0.9655 1.1623 -1.8994
Se 0.0096 3.0976 -2.7562
Te -2.2088 2.4001 -3.5304
Se -2.7338 0.6530 -1.8473
C -1.0747 -4.1981 -2.5316
C -1.4314 -2.9089 -1.7613
N -0.4408 -1.8294 -2.0186
C -0.5373 -1.4529 -3.4622
C -0.5167 -2.6936 -4.3714
N -0.0361 -3.8510 -3.5526
C 1.2444 -3.4752 -2.8675
C 0.9161 -2.4223 -1.7949
H -1.9342 -4.6152 -3.0518
H -0.6524 -4.9636 -1.8834
H -1.4244 -3.1382 -0.6989
H -2.4152 -2.5363 -2.0470
H 0.2924 -0.7852 -3.6805
H -1.4630 -0.9061 -3.6148
H 0.1629 -2.5676 -5.2115
H -1.5017 -2.9539 -4.7551
H 0.1261 -4.6561 -4.1596
H 1.9238 -3.1024 -3.6318
H 1.6714 -4.3747 -2.4291
H 1.6604 -1.6310 -1.8142
H 0.9232 -2.8667 -0.8031
Cl 2.2749 0.1158 3.0376
C 2.4124 -1.3866 2.0857
Cl 3.8007 -1.3629 1.0113
C 1.1135 -1.5159 1.3006
O 0.3010 -2.3917 1.5832
O 0.9835 -0.6471 0.3600
H 2.5153 -2.2101 2.7824
*
```

Results
* <S²>: 0.76
* energy relative to the best compared isomer or geometry (same formula, charge and spin): 0.0 kcal/mol
* LUMO energy (alpha / beta): -8.60 / -10.57 eV

Formally, the natural (NBO) partial charges of the atoms, in units of the elementary charge, are as follows: Ir 0.795; N -0.669; C -0.061; C -0.440; C -0.049; N -0.731; C -0.444; C -0.044; N -0.842; C -0.439; H 0.453; H 0.448; H 0.453; H 0.244; H 0.242; H 0.237; H 0.245; H 0.437; H 0.412; H 0.256; H 0.257; H 0.241; H 0.391; H 0.450; H 0.242; H 0.234; Se -0.127; Se 0.033; Te 0.630; Se -0.387; C -0.248; C -0.255; N -0.408; C -0.275; C -0.250; N -0.328; C -0.250; C -0.262; H 0.256; H 0.249; H 0.237; H 0.235; H 0.257; H 0.249; H 0.258; H 0.241; H 0.464; H 0.247; H 0.259; H 0.262; H 0.245; Cl 0.007; C -0.321; Cl 0.052; C 0.778; O -0.670; O -0.763; H 0.267

Number 1: E -6559.29323 Ha. Number 2: E -12151.81558 Ha. Number 3: E -9471.95761 Ha.